{"formula": "C27H37ClN7O9SV", "method": "ωB97M-V with the def2-TZVPD basis set", "molar_mass_g_mol": 722.10, "lumo_ha": [0.0754, 0.0754], "charge": -1, "energy_ha": -3913.87931, "e_above_lowest_kcal_mol": 0.0, "multiplicity": 4, "homo_ev": [-3.251, -3.740], "symbols": ["V", "O", "C", "O", "C", "O", "C", "C", "O", "O", "H", "H", "H", "H", "H", "O", "C", "C", "N", "O", "H", "H", "H", "H", "H", "C", "C", "C", "C", "N", "C", "S", "N", "H", "H", "H", "H", "H", "O", "N", "C", "C", "C", "C", "C", "O", "C", "C", "C", "C", "C", "C", "Cl", "C", "C", "C", "N", "C", "N", "C", "N", "H", "H", "H", "H", "H", "H", "H", "H", "H", "H", "H", "H", "H", "H", "H", "H", "H", "H", "H", "H", "H", "H"], "coordinates": [[-0.071, 0.056, -0.162], [3.945, 0.546, -0.405], [2.655, 0.663, -0.090], [1.819, 0.808, -0.960], [2.352, 0.658, 1.394], [0.948, 0.691, 1.571], [0.416, -0.624, 2.133], [0.791, -1.901, 1.202], [0.752, -2.966, 1.782], [1.257, -1.608, -0.002], [3.974, 0.370, -1.357], [2.798, -0.212, 1.873], [2.754, 1.584, 1.816], [0.836, -0.779, 3.125], [-0.744, -0.506, 2.216], [-1.216, 0.539, -1.116], [-2.146, 2.985, -1.343], [-0.806, 3.261, -0.716], [-0.534, 4.606, -0.662], [0.049, 2.520, -0.250], [-2.617, 3.933, -1.606], [-2.764, 2.456, -0.618], [-2.048, 2.377, -2.237], [-1.174, 5.295, -1.005], [0.330, 4.896, -0.241], [-4.107, 0.072, 6.298], [-3.896, 1.128, 5.248], [-4.456, 2.396, 5.364], [-4.178, 3.268, 4.322], [-3.439, 2.956, 3.275], [-2.927, 1.693, 3.230], [-1.962, 1.242, 1.889], [-3.150, 0.780, 4.212], [-4.727, 0.440, 7.117], [-3.145, -0.248, 6.700], [-4.589, -0.799, 5.854], [-5.067, 2.685, 6.208], [-4.577, 4.281, 4.334], [-2.157, -2.426, 0.726], [-1.242, -1.702, 0.507], [-0.554, -5.973, -2.652], [0.291, -6.277, -3.904], [1.209, -7.469, -3.589], [-0.692, -6.734, -4.990], [1.146, -5.075, -4.416], [1.662, -5.415, -5.725], [2.402, -4.772, -3.563], [2.326, -4.578, -2.037], [3.691, -4.245, -1.494], [4.486, -5.220, -0.905], [5.755, -4.929, -0.426], [6.234, -3.639, -0.542], [7.829, -3.255, 0.054], [5.467, -2.642, -1.122], [4.201, -2.954, -1.591], [0.370, -3.797, -4.795], [-0.190, -3.019, -3.719], [0.383, -1.982, -3.084], [-0.443, -1.466, -2.212], [-1.576, -2.187, -2.397], [-1.481, -3.117, -3.322], [-0.825, -6.916, -2.170], [-1.478, -5.467, -2.918], [-0.057, -5.358, -1.908], [0.597, -8.321, -3.291], [1.899, -7.259, -2.771], [1.799, -7.788, -4.454], [-1.272, -7.578, -4.611], [-0.182, -7.051, -5.900], [-1.398, -5.945, -5.250], [2.243, -6.176, -5.624], [2.874, -3.891, -4.012], [3.115, -5.584, -3.745], [1.981, -5.493, -1.557], [1.631, -3.794, -1.738], [4.107, -6.232, -0.813], [6.363, -5.694, 0.036], [5.861, -1.638, -1.194], [3.587, -2.179, -2.035], [-0.416, -4.033, -5.509], [1.070, -3.153, -5.330], [1.396, -1.663, -3.269], [-2.479, -2.010, -1.837]]}